1.
C4H5ClN2S | ωB97M-V with the def2-TZVPD basis set

Geometry (Å):
C: -1.39 0.25 1.09
C: -2.77 -0.85 -0.19
C: -0.49 -0.18 0.18
C: 2.14 0.22 0.19
N: -2.67 -0.14 0.86
N: 2.34 0.83 -1.01
S: -1.27 -1.13 -1.03
Cl: 2.70 -1.37 0.37
H: -1.18 0.86 1.95
H: -3.69 -1.27 -0.56
H: 2.11 0.83 1.08
H: 1.90 1.73 -1.12
H: 2.28 0.22 -1.82

Summary:
E_HOMO (spin up / spin down) (eV): -8.14 / -7.91
Multiplicity: 1
Energy above the lowest of the compared OMol25 structures with the same formula, charge and spin (kJ/mol): 340.36

Mulliken population analysis, charges in e, atoms 1 to 6:
1 C -0.697
2 C -0.100
3 C 0.291
4 C 0.008
5 N -0.519
6 N -0.370



2.
C18H31CoF12NO12P2S2Te | ωB97M-V with the def2-TZVPD basis set

Geometry (Å):
Co: 0.69 0.62 0.61
F: 5.97 -0.39 2.13
C: 5.02 -0.69 1.23
F: 5.62 -0.86 0.04
F: 4.46 -1.85 1.59
S: 3.79 0.68 1.09
O: 2.87 0.20 0.07
O: 4.63 1.80 0.79
N: 3.23 0.59 2.54
S: 2.05 1.17 3.36
O: 2.29 2.45 3.96
O: 0.73 0.90 2.82
C: 2.16 -0.01 4.77
F: 3.35 0.09 5.40
F: 2.01 -1.27 4.39
F: 1.21 0.28 5.67
C: -2.59 -3.18 -1.94
C: -2.66 -1.72 -2.35
C: -1.84 -1.45 -3.60
C: -4.12 -1.35 -2.61
O: -2.18 -1.00 -1.18
P: -1.44 0.42 -1.10
O: -0.09 0.38 -1.74
O: -1.37 0.83 0.35
O: -2.44 1.40 -1.91
C: -3.56 2.11 -1.34
C: -4.35 2.61 -2.54
C: -3.06 3.29 -0.52
C: -4.42 1.20 -0.47
H: -2.94 -3.81 -2.76
H: -3.21 -3.35 -1.06
H: -1.58 -3.46 -1.67
H: -2.24 -2.04 -4.43
H: -0.79 -1.71 -3.45
H: -1.88 -0.39 -3.88
H: -4.52 -2.00 -3.39
H: -4.21 -0.31 -2.93
H: -4.71 -1.50 -1.70
H: -3.71 3.21 -3.19
H: -5.19 3.23 -2.21
H: -4.75 1.78 -3.12
H: -2.45 3.96 -1.13
H: -2.47 2.94 0.33
H: -3.92 3.86 -0.14
H: -4.83 0.37 -1.05
H: -5.25 1.77 -0.05
H: -3.83 0.79 0.35
C: 0.52 3.54 -1.16
C: 1.23 3.66 0.19
O: 1.53 2.47 0.76
C: 2.53 4.49 -0.03
F: 3.33 4.54 1.03
F: 3.24 4.00 -1.06
F: 2.25 5.78 -0.37
C: 0.33 4.48 1.17
F: -0.61 3.69 1.71
F: 1.01 5.04 2.18
F: -0.34 5.50 0.55
H: 1.08 2.84 -1.77
H: 0.42 4.50 -1.67
H: -0.47 3.11 -1.00
C: 2.45 -3.06 -1.18
C: 0.93 -3.11 -1.12
O: 0.44 -3.68 0.11
P: 0.09 -2.71 1.39
O: 0.74 -1.39 1.08
Te: -2.17 -2.89 2.03
O: 0.88 -3.49 2.55
C: 2.27 -3.81 2.43
C: 2.44 -5.31 2.55
H: 2.75 -2.74 -2.18
H: 2.88 -4.05 -0.99
H: 2.83 -2.35 -0.47
H: 0.55 -3.76 -1.91
H: 0.53 -2.11 -1.27
H: 2.79 -3.28 3.23
H: 2.66 -3.45 1.49
H: 2.07 -5.66 3.50
H: 3.50 -5.57 2.46
H: 1.89 -5.80 1.75

Summary:
E_HOMO (spin up / spin down) (eV): -1.94 / -1.95
Total charge: -2
Multiplicity: 4
<S²>: 3.755
Energy above the lowest of the compared OMol25 structures with the same formula, charge and spin (kJ/mol): 0.00

Mulliken population analysis, charges in e, atoms 1 to 6:
1 Co 1.985
2 F -0.232
3 C 0.266
4 F -0.248
5 F -0.110
6 S 1.086



3.
C2H35O16 | ωB97M-V with the def2-TZVPD basis set

Geometry (Å):
C: -1.51 2.16 0.91
O: -0.56 1.24 0.49
C: -2.30 1.70 2.12
H: -2.10 2.31 -0.01
H: -0.97 3.06 1.29
H: -2.03 2.21 3.07
H: -2.10 0.65 2.34
H: -3.33 2.06 2.13
H: 3.37 -0.42 2.81
H: 1.99 -0.76 3.32
O: 2.80 -1.18 3.00
H: 1.83 3.44 -2.36
H: 2.74 2.37 -1.82
O: 2.46 2.77 -2.65
H: 1.23 -3.03 -1.87
H: 2.27 -2.46 -2.97
O: 2.13 -3.02 -2.21
H: 2.10 -0.48 -0.35
H: 0.84 -0.35 -1.06
O: 1.80 -0.21 -1.22
H: 1.93 1.64 2.06
H: 1.14 1.84 0.59
O: 1.92 1.90 1.15
H: -2.91 -2.61 1.22
H: -1.54 -2.31 0.87
O: -2.03 -2.68 1.62
H: -0.38 0.86 4.15
H: 0.45 0.79 2.88
O: 0.47 1.13 3.78
H: -3.16 -1.39 -1.60
H: -2.61 -0.63 -0.39
O: -2.94 -1.48 -0.67
H: 1.78 -0.11 -2.75
H: 1.31 0.96 -3.78
O: 1.39 0.02 -3.63
H: -2.36 -0.48 -3.24
H: -2.44 0.70 -2.38
O: -3.02 0.17 -2.95
H: -0.25 1.76 -1.13
H: 0.13 3.08 -1.72
O: -0.27 2.26 -1.98
H: 0.04 -0.36 0.99
H: -0.58 -0.93 -0.27
O: 0.03 -1.18 0.44
H: 0.10 -2.09 -3.04
H: -0.17 -0.68 -3.40
O: -0.64 -1.48 -3.05
H: -1.28 -1.57 3.75
H: -2.57 -1.61 3.09
O: -2.17 -1.22 3.89
H: 3.14 -2.34 -0.53
H: 3.08 -1.96 0.91
O: 3.72 -2.04 0.18

Summary:
E_HOMO (spin up / spin down) (eV): -11.02 / -11.02
Multiplicity: 2
<S²>: 0.755
Energy above the lowest of the compared OMol25 structures with the same formula, charge and spin (kJ/mol): 87.07

Mulliken population analysis, charges in e, atoms 1 to 6:
1 C -0.215
2 O 0.335
3 C -0.950
4 H 0.407
5 H 0.248
6 H 0.344



4.
C5H11NO | ωB97M-V with the def2-TZVPD basis set

Geometry (Å):
C: 1.35 0.70 -1.29
C: 0.88 -0.62 -0.63
C: -0.31 -0.57 0.35
C: 0.08 -1.17 1.70
N: -0.83 0.78 0.56
C: -1.98 1.21 -0.04
O: -2.85 0.47 -0.46
H: 1.02 0.79 -2.33
H: 0.98 1.57 -0.77
H: 2.44 0.76 -1.29
H: 0.64 -1.33 -1.43
H: 1.74 -1.04 -0.09
H: -1.16 -1.12 -0.09
H: 0.41 -2.20 1.55
H: 0.92 -0.59 2.10
H: -0.72 -1.16 2.45
H: -0.15 1.49 0.69
H: -2.04 2.31 -0.10

Summary:
E_HOMO (eV): -9.74
Multiplicity: 1
SMILES: CC[C@@H](C)NC=O
Energy above the lowest of the compared OMol25 structures with the same formula, charge and spin (kJ/mol): 63.88

Mulliken population analysis, charges in e, atoms 1 to 6:
1 C -1.035
2 C -0.563
3 C 0.345
4 C -1.589
5 N -0.302
6 C 0.048



5.
C4H4O3 | ωB97M-V with the def2-TZVPD basis set

Geometry (Å):
C: 0.55 -0.72 1.64
C: 0.63 -0.07 0.29
O: 1.65 0.21 -0.30
C: -0.70 0.31 -0.41
O: -1.77 0.05 0.08
C: -0.60 0.94 -1.86
O: -0.82 0.17 -2.78
H: -0.01 -0.08 2.33
H: 1.56 -0.89 2.03
H: 0.01 -1.67 1.58
H: -0.50 1.74 -2.62

Summary:
E_HOMO (eV): -9.53
Multiplicity: 1
SMILES: CC(=O)C(=O)C=O
Energy above the lowest of the compared OMol25 structures with the same formula, charge and spin (kJ/mol): 275.29

Mulliken population analysis, charges in e, atoms 1 to 6:
1 C -1.066
2 C 0.754
3 O -0.512
4 C 0.536
5 O -0.479
6 C -0.247



6.
C3H6S3Si | ωB97M-V with the def2-TZVPD basis set

Geometry (Å):
C: -0.06 1.05 -0.63
C: -0.48 -1.00 0.72
C: -1.04 -0.05 -0.38
Si: 2.30 -0.94 -0.94
S: 1.37 0.79 -1.77
S: 1.03 -2.06 0.26
S: -1.91 -0.85 -1.77
H: -0.79 1.76 -1.05
H: 0.38 1.35 0.33
H: -0.12 -0.39 1.55
H: -0.97 -1.75 1.11
H: -1.84 0.35 0.17
H: 3.05 -2.09 -1.56

Summary:
E_HOMO (spin up / spin down) (eV): -6.58 / -6.57
Multiplicity: 1
Energy above the lowest of the compared OMol25 structures with the same formula, charge and spin (kJ/mol): 378.55

Mulliken population analysis, charges in e, atoms 1 to 6:
1 C -0.691
2 C -1.028
3 C -0.248
4 Si 0.428
5 S -0.041
6 S -0.060



7.
C7H12O2 | ωB97M-V with the def2-TZVPD basis set

Geometry (Å):
C: -1.96 0.40 -1.07
C: -1.48 0.43 0.23
C: -1.44 1.62 1.06
C: -0.85 -0.81 0.89
C: 0.65 -1.19 0.58
O: 1.37 0.05 0.52
C: 2.55 -0.03 -0.11
C: 3.09 -1.22 -0.33
O: 3.01 1.11 -0.61
H: -2.48 1.28 -1.43
H: -2.04 -0.44 -1.62
H: -0.39 1.87 1.23
H: -1.84 1.38 2.07
H: -1.92 2.51 0.55
H: -1.54 -1.56 0.56
H: -0.77 -0.69 2.00
H: 1.05 -1.96 1.24
H: 0.87 -1.64 -0.40
H: 2.91 -2.14 0.12
H: 3.99 -1.16 -0.86
H: 2.18 1.61 -0.72

Summary:
E_HOMO (eV): -8.66
Multiplicity: 1
SMILES: C=C(C)CCOC(=C)O
Energy above the lowest of the compared OMol25 structures with the same formula, charge and spin (kJ/mol): 222.38

Mulliken population analysis, charges in e, atoms 1 to 6:
1 C -1.241
2 C 0.981
3 C -1.129
4 C -1.025
5 C -0.627
6 O -0.304



8.
C23H44FN2O10S5 | ωB97M-V with the def2-TZVPD basis set

Geometry (Å):
F: -3.74 0.98 1.40
N: -2.49 0.92 1.88
C: -1.68 2.10 2.21
C: -0.31 1.58 2.78
N: -0.47 0.13 2.72
C: -1.74 -0.27 2.18
H: -1.98 3.19 2.12
H: 0.56 2.20 3.17
H: 0.26 -0.52 3.04
H: -2.13 -1.33 2.03
C: 0.12 -2.75 -3.02
C: -1.15 -1.97 -2.68
C: -1.03 -1.53 -1.22
S: 0.72 -1.39 -0.88
O: 1.08 -2.39 0.10
O: 1.05 0.01 -0.71
C: 1.27 -1.93 -2.48
H: 0.21 -2.92 -4.10
H: 0.09 -3.73 -2.53
H: -1.22 -1.09 -3.32
H: -2.05 -2.57 -2.84
H: -1.52 -0.57 -1.05
H: -1.45 -2.29 -0.54
H: 2.20 -2.49 -2.38
H: 1.44 -1.04 -3.09
C: -6.21 -4.23 4.10
C: -5.60 -2.93 4.64
C: -4.10 -3.18 4.85
S: -3.63 -4.44 3.68
O: -3.25 -5.62 4.41
O: -2.79 -3.85 2.66
C: -5.26 -4.70 3.00
H: -7.22 -4.07 3.72
H: -6.25 -4.97 4.90
H: -5.74 -2.13 3.90
H: -6.08 -2.61 5.56
H: -3.52 -2.28 4.67
H: -3.90 -3.56 5.86
H: -5.40 -5.75 2.74
H: -5.35 -4.07 2.11
C: -2.24 4.24 -2.98
C: -0.95 3.93 -3.74
C: -0.87 2.42 -3.93
S: -2.57 1.84 -3.95
O: -2.78 1.01 -2.78
O: -2.90 1.39 -5.28
C: -3.33 3.42 -3.66
H: -2.47 5.31 -3.00
H: -2.13 3.93 -1.94
H: -0.98 4.42 -4.72
H: -0.07 4.31 -3.22
H: -0.39 2.15 -4.86
H: -0.36 1.94 -3.09
H: -4.22 3.30 -3.05
H: -3.59 3.85 -4.64
C: 3.42 1.78 6.56
C: 4.68 1.90 5.70
C: 4.47 3.07 4.74
S: 3.35 4.19 5.55
O: 2.11 4.23 4.80
O: 4.06 5.39 5.93
C: 3.10 3.19 7.01
H: 3.57 1.11 7.41
H: 2.60 1.38 5.95
H: 5.54 2.10 6.35
H: 4.89 0.97 5.16
H: 5.41 3.58 4.52
H: 4.01 2.74 3.81
H: 2.07 3.30 7.36
H: 3.80 3.53 7.78
C: 5.27 -1.28 -5.73
C: 4.74 -0.38 -6.85
C: 3.22 -0.48 -6.85
S: 2.74 -0.87 -5.17
O: 2.16 -2.19 -5.15
O: 2.08 0.28 -4.59
C: 4.40 -0.97 -4.51
H: 6.32 -1.10 -5.52
H: 5.15 -2.33 -6.01
H: 5.04 0.66 -6.66
H: 5.16 -0.66 -7.82
H: 2.75 0.46 -7.15
H: 2.87 -1.29 -7.50
H: 4.45 -1.74 -3.74
H: 4.65 0.01 -4.09

Summary:
E_HOMO (eV): -12.13
Total charge: +1
Multiplicity: 1

Mulliken population analysis, charges in e, atoms 1 to 6:
1 F -0.166
2 N 0.568
3 C -0.404
4 C -0.225
5 N 0.097
6 C -0.502



9.
C5H4O2 | ωB97M-V with the def2-TZVPD basis set

Geometry (Å):
C: 2.78 1.27 0.03
C: 1.33 2.56 -2.38
C: -0.79 0.33 -0.60
C: 0.47 0.32 -0.26
C: 1.38 1.35 0.35
O: 0.69 3.47 -2.20
O: 2.50 0.78 1.17
H: -1.17 -0.56 -1.18
H: -1.46 1.10 -0.33
H: 1.02 -0.61 -0.49
H: 1.09 2.23 0.83

Summary:
E_HOMO (eV): -9.35
Multiplicity: 1
Energy above the lowest of the compared OMol25 structures with the same formula, charge and spin (kJ/mol): 415.64

Mulliken population analysis, charges in e, atoms 1 to 6:
1 C -0.181
2 C 0.163
3 C -0.619
4 C -0.147
5 C 0.027
6 O -0.157



10.
C21H35AsN4PS4TeV | ωB97M-V with the def2-TZVPD basis set

Geometry (Å):
V: 0.75 2.00 2.22
S: 2.51 5.53 1.96
As: 2.38 3.61 1.27
S: 2.56 1.89 3.24
S: -0.54 3.89 2.50
S: 3.47 3.00 -0.37
Te: -1.51 2.33 3.93
C: -3.18 1.71 2.80
C: -3.54 2.30 1.60
C: -4.71 1.90 0.98
C: -5.52 0.94 1.55
C: -5.15 0.35 2.76
C: -3.97 0.73 3.38
H: -2.90 3.06 1.15
H: -5.00 2.36 0.04
H: -6.44 0.64 1.07
H: -5.78 -0.41 3.21
H: -3.69 0.26 4.32
N: 0.62 0.91 0.92
P: 0.60 -0.20 -0.23
N: 2.03 -1.00 -0.21
C: 2.28 -2.22 -1.00
C: 3.35 -3.06 -0.31
C: 4.69 -2.32 -0.30
C: 4.48 -0.81 -0.20
C: 3.19 -0.48 0.54
N: 0.20 0.55 -1.63
C: 0.00 2.01 -1.72
C: 0.17 2.48 -3.16
C: 1.48 1.96 -3.74
C: 1.57 0.42 -3.66
C: 0.38 -0.15 -2.90
N: -0.50 -1.42 -0.08
C: -1.86 -1.39 -0.62
C: -2.90 -1.14 0.46
C: -2.77 -2.16 1.58
C: -1.35 -2.15 2.13
C: -0.34 -2.39 1.01
H: 2.62 -1.97 -2.01
H: 1.35 -2.78 -1.09
H: 3.44 -4.02 -0.83
H: 3.02 -3.28 0.71
H: 5.26 -2.56 -1.20
H: 5.29 -2.68 0.55
H: 4.42 -0.36 -1.19
H: 5.31 -0.32 0.31
H: 3.10 0.59 0.65
H: 3.21 -0.92 1.55
H: 0.74 2.51 -1.10
H: -0.99 2.28 -1.34
H: 0.16 3.57 -3.16
H: -0.68 2.16 -3.77
H: 2.30 2.41 -3.18
H: 1.58 2.30 -4.77
H: 2.49 0.13 -3.14
H: 1.61 -0.03 -4.65
H: 0.51 -1.22 -2.71
H: -0.54 -0.07 -3.49
H: -2.04 -2.36 -1.09
H: -1.90 -0.63 -1.40
H: -3.90 -1.17 0.01
H: -2.76 -0.13 0.86
H: -2.98 -3.16 1.18
H: -3.49 -1.97 2.36
H: -1.22 -2.91 2.90
H: -1.14 -1.17 2.59
H: -0.49 -3.40 0.59
H: 0.68 -2.34 1.38

Summary:
E_HOMO (spin up / spin down) (eV): -7.92 / -7.92
Multiplicity: 1

Mulliken population analysis, charges in e, atoms 1 to 6:
1 V 0.321
2 S -0.338
3 As 0.374
4 S -0.390
5 S -0.349
6 S -0.390



11.
C19H24FN3O2 | ωB97M-V with the def2-TZVPD basis set

Geometry (Å):
O: -1.14 -1.70 -1.45
C: -0.11 -1.20 -1.87
N: 0.02 0.15 -1.90
C: 1.20 0.96 -2.14
C: 2.30 0.71 -1.08
C: 1.93 1.32 0.29
C: 2.90 2.42 0.74
C: 2.86 3.64 -0.17
C: 1.41 4.12 -0.31
C: 0.49 2.97 -0.72
C: 0.80 2.44 -2.15
N: 0.60 1.89 0.24
C: -0.58 1.34 0.70
O: -1.63 1.93 0.58
N: -0.46 0.11 1.30
C: -1.49 -0.73 1.70
C: -2.81 -0.33 1.88
C: -3.77 -1.25 2.30
C: -3.43 -2.57 2.55
C: -2.12 -2.98 2.39
C: -1.18 -2.06 1.97
F: 0.12 -2.46 1.81
C: 1.03 -2.01 -2.37
C: 0.77 -3.47 -2.63
C: 1.59 -3.07 -1.44
H: -0.81 0.64 -1.58
H: 1.60 0.70 -3.12
H: 3.22 1.15 -1.45
H: 2.46 -0.36 -0.98
H: 1.97 0.55 1.06
H: 3.91 2.01 0.77
H: 2.63 2.72 1.75
H: 3.26 3.39 -1.16
H: 3.48 4.44 0.24
H: 1.34 4.93 -1.03
H: 1.07 4.50 0.66
H: -0.54 3.32 -0.68
H: 1.62 3.01 -2.59
H: -0.07 2.57 -2.79
H: 0.42 -0.38 1.19
H: -3.08 0.69 1.67
H: -4.79 -0.92 2.42
H: -4.18 -3.27 2.87
H: -1.82 -4.00 2.57
H: 1.73 -1.50 -3.02
H: -0.23 -3.81 -2.45
H: 1.27 -3.93 -3.47
H: 2.65 -3.24 -1.46
H: 1.13 -3.16 -0.47

Summary:
E_HOMO (eV): -8.21
Multiplicity: 1
SMILES: O=C(N[C@@H]1C[C@H]2CCC[C@@H](C1)N2C(=O)Nc1ccccc1F)C1CC1
Energy above the lowest of the compared OMol25 structures with the same formula, charge and spin (kJ/mol): 5.82

Mulliken population analysis, charges in e, atoms 1 to 6:
1 O -0.679
2 C 0.253
3 N 0.001
4 C -0.112
5 C -0.864
6 C -0.032



12.
C2H8OP2S | ωB97M-V with the def2-TZVPD basis set

Geometry (Å):
C: -1.84 1.59 0.39
C: -0.42 1.10 0.35
O: 0.51 -2.22 1.09
P: 2.05 -1.22 -0.94
P: 0.28 -2.36 -0.52
S: 0.85 2.03 -0.16
H: -1.92 2.81 0.32
H: -2.31 1.27 1.37
H: -2.55 1.02 -0.22
H: -0.28 -0.01 0.37
H: -0.38 -2.27 1.47
H: 1.46 -0.50 -1.96
H: 2.78 -2.17 -1.41
H: 1.78 0.95 -0.15

Summary:
E_HOMO (spin up / spin down) (eV): -6.54 / -8.03
Multiplicity: 1
Energy above the lowest of the compared OMol25 structures with the same formula, charge and spin (kJ/mol): 357.41

Mulliken population analysis, charges in e, atoms 1 to 6:
1 C -0.799
2 C 0.271
3 O -0.434
4 P -0.125
5 P 0.125
6 S -0.234



13.
C3H8IP | ωB97M-V with the def2-TZVPD basis set

Geometry (Å):
C: -0.47 -0.27 -2.17
C: -0.46 -0.56 -0.88
C: 0.86 -0.61 -0.10
H: -1.36 -0.38 -2.81
H: 0.37 0.24 -2.69
H: -1.24 -1.14 -0.40
H: 1.57 -0.04 -0.63
H: 0.82 -0.28 1.04
H: 1.13 -1.77 0.04
P: -0.32 1.18 2.39
I: -2.68 0.85 2.12
H: -0.73 2.54 2.61
H: -0.19 1.42 1.06

Summary:
E_HOMO (eV): -9.19
Multiplicity: 1
SMILES: C=CC.PI
Energy above the lowest of the compared OMol25 structures with the same formula, charge and spin (kJ/mol): 242.04

Mulliken population analysis, charges in e, atoms 1 to 6:
1 C -0.765
2 C 0.147
3 C -0.722
4 H 0.257
5 H 0.195
6 H 0.305



14.
C2H8S2 | ωB97M-V with the def2-TZVPD basis set

Geometry (Å):
S: 1.92 -0.38 -2.56
H: 0.57 -0.20 -2.51
H: 2.09 0.07 -3.83
C: -1.77 0.47 0.66
S: -0.99 -0.69 1.71
C: 0.79 -0.44 1.33
H: -2.85 0.34 0.61
H: -1.60 1.52 0.94
H: -1.28 0.45 -0.31
H: 0.96 0.47 1.92
H: 0.87 -0.34 0.26
H: 1.30 -1.29 1.77

Summary:
E_HOMO (spin up / spin down) (eV): -12.92 / -12.92
Total charge: +1
Multiplicity: 2
<S²>: 0.753
Energy above the lowest of the compared OMol25 structures with the same formula, charge and spin (kJ/mol): 32.85

Mulliken population analysis, charges in e, atoms 1 to 6:
1 S -0.310
2 H 0.112
3 H 0.205
4 C -0.620
5 S 0.415
6 C -0.374